The following is a DFT calculation (the ωB97M-V functional and the def2-TZVPD basis) of a structure of composition C39H44Br2CoF4N2OPSi.

Calculated values
Strongest force on any atom ... 0.42 eV Å⁻¹
Expectation value of S² ... 6.05
Multiplicity ... 5
Total charge ... +2
ΔE to the lowest compared entry with this formula, charge and spin ... 0.0 kJ/mol

Atoms and positions in Å:
Co (1.12329, -0.13793, -0.90343)
F (5.02956, 2.97858, 4.17909)
C (4.36444, 2.07787, 3.48980)
C (4.45067, 0.73795, 3.82553)
F (5.19926, 0.35320, 4.83995)
C (3.74114, -0.19112, 3.08145)
F (3.83655, -1.47082, 3.43415)
C (2.94958, 0.16870, 1.99743)
P (1.99544, -1.10513, 1.11911)
C (3.15073, -2.37480, 0.54280)
C (2.57825, -3.50045, -0.05551)
C (3.38373, -4.50076, -0.57569)
C (4.76673, -4.37196, -0.52713)
C (5.33885, -3.24420, 0.04342)
C (4.53499, -2.24782, 0.58092)
C (0.93500, -1.84379, 2.38269)
C (-0.15908, -1.08597, 2.80080)
C (-0.99379, -1.56621, 3.79522)
C (-0.74827, -2.81018, 4.36304)
C (0.33449, -3.56818, 3.94142)
C (1.18402, -3.08649, 2.95590)
C (2.86571, 1.52896, 1.69240)
Br (1.73509, 2.22832, 0.34288)
C (3.56449, 2.47016, 2.42431)
F (3.47715, 3.76118, 2.13710)
H (1.49881, -3.60926, -0.09354)
H (2.93333, -5.38719, -1.00287)
H (5.39776, -5.15770, -0.92133)
H (6.41554, -3.14544, 0.08970)
H (4.99679, -1.38014, 1.03542)
H (-0.35746, -0.11835, 2.35308)
H (-1.83597, -0.97345, 4.12746)
H (-1.39956, -3.18606, 5.14049)
H (0.52718, -4.53424, 4.38767)
H (2.04268, -3.67224, 2.65549)
O (3.12584, 0.18451, -1.47852)
C (3.92813, -0.49762, -2.16438)
C (5.32271, -0.12483, -2.16556)
C (6.25062, -0.88496, -2.80498)
C (5.84440, -2.05408, -3.47886)
C (4.49887, -2.41934, -3.54150)
C (3.51974, -1.65810, -2.93926)
C (2.11090, -1.96771, -3.10934)
N (1.07649, -1.47713, -2.42709)
C (-0.05879, -2.06339, -2.93751)
C (0.28956, -2.91023, -3.94198)
N (1.64969, -2.83460, -4.03643)
H (5.58243, 0.76910, -1.61427)
H (7.29542, -0.60699, -2.79315)
H (6.58240, -2.67685, -3.96585)
H (4.24529, -3.32729, -4.07317)
H (-1.03550, -1.83949, -2.54755)
H (-0.30007, -3.53598, -4.58763)
H (2.20809, -3.31528, -4.72280)
C (-5.00588, 3.25805, -2.09446)
C (-3.94799, 2.13172, -2.11223)
C (-2.82486, 2.54258, -3.07848)
C (-4.60265, 0.87138, -2.69648)
Si (-3.36809, 1.85687, -0.31823)
Br (-1.34124, 0.31489, -0.74078)
C (-4.39443, 0.67242, 0.75856)
C (-3.83331, 0.58026, 2.18671)
C (-5.82934, 1.24117, 0.83693)
C (-4.46316, -0.76393, 0.21478)
C (-2.57678, 3.34550, 0.57016)
C (-1.78160, 4.22003, -0.41179)
C (-1.61263, 2.93394, 1.69428)
C (-3.69934, 4.20686, 1.18708)
H (-5.38679, 3.38616, -3.11089)
H (-4.59293, 4.21673, -1.78745)
H (-5.86116, 3.02973, -1.45685)
H (-3.25826, 2.64263, -4.07674)
H (-2.03516, 1.79248, -3.14015)
H (-2.37335, 3.49948, -2.82638)
H (-4.91817, 1.08895, -3.71983)
H (-5.48809, 0.55646, -2.14925)
H (-3.90417, 0.03255, -2.74002)
H (-3.86278, 1.52967, 2.71816)
H (-2.80692, 0.20202, 2.19550)
H (-4.44763, -0.12426, 2.75319)
H (-5.86367, 2.26115, 1.22151)
H (-6.40560, 0.61903, 1.52650)
H (-6.34478, 1.21885, -0.12154)
H (-3.48415, -1.24635, 0.21606)
H (-4.87843, -0.82734, -0.78725)
H (-5.11281, -1.34486, 0.87437)
H (-0.98549, 3.66034, -0.90938)
H (-1.31459, 5.03630, 0.14499)
H (-2.40891, 4.67134, -1.17684)
H (-0.85261, 2.23447, 1.34500)
H (-2.12481, 2.49274, 2.54703)
H (-1.09517, 3.82846, 2.05108)
H (-4.39100, 4.59638, 0.43989)
H (-3.24056, 5.06723, 1.68175)
H (-4.27411, 3.67311, 1.94210)



The following is a DFT calculation (the ωB97M-V functional and the def2-TZVPD basis) of a structure of composition C20H29FeN6O4.

Calculated values
Strongest force on any atom ... 0.72 eV Å⁻¹
Expectation value of S² ... 8.80
Multiplicity ... 6
ΔE to the lowest compared entry with this formula, charge and spin ... 37.0 kJ/mol

Atoms and positions in Å:
Fe (-0.12290, -0.34073, -0.08710)
C (3.59323, -1.09938, -1.31522)
N (3.07218, -0.18282, -0.31578)
C (3.26239, -0.67627, 1.04562)
C (2.83235, 1.12370, -0.64006)
C (3.47254, 1.69839, -1.75476)
C (3.25129, 3.00620, -2.12292)
C (2.33696, 3.79571, -1.41101)
C (1.68688, 3.26651, -0.32747)
C (1.89892, 1.92878, 0.10070)
N (1.13385, 1.30415, 1.03854)
C (0.41485, 1.95798, 2.00287)
C (0.71075, 3.23906, 2.50938)
C (-0.16079, 3.88684, 3.36256)
C (-1.35558, 3.27264, 3.72242)
C (-1.61252, 1.96130, 3.33029)
C (-0.70633, 1.26447, 2.54626)
N (-0.85536, -0.10292, 2.22973)
C (-2.17561, -0.70464, 2.43661)
C (0.19278, -0.95590, 2.83230)
H (4.68937, -1.09034, -1.35575)
H (3.26897, -2.10637, -1.05376)
H (3.19569, -0.86118, -2.29936)
H (4.29793, -1.01514, 1.15948)
H (3.07560, 0.10738, 1.76950)
H (2.59889, -1.52174, 1.23539)
H (4.18400, 1.10782, -2.31613)
H (3.79483, 3.42715, -2.95950)
H (2.13058, 4.80962, -1.73162)
H (0.93587, 3.85808, 0.17724)
H (1.63882, 3.71279, 2.21833)
H (0.08402, 4.87158, 3.73997)
H (-2.07070, 3.79439, 4.34616)
H (-2.51852, 1.47558, 3.66899)
H (-2.36987, -0.88787, 3.50113)
H (-2.95668, -0.07257, 2.02145)
H (-2.21020, -1.64989, 1.90256)
H (-0.04383, -1.16680, 3.88108)
H (0.24769, -1.90316, 2.29148)
H (1.15455, -0.46155, 2.78383)
N (-1.13651, 1.71593, -0.78041)
N (-2.30699, 1.34044, -1.45810)
C (-2.92759, 0.13124, -1.00590)
O (-4.10852, -0.01642, -1.28374)
O (-2.11832, -0.67816, -0.43290)
H (-1.35134, 2.28852, 0.02944)
H (-0.54598, 2.25258, -1.40120)
H (-2.96961, 2.07773, -1.63632)
N (0.13141, -0.17113, -2.40183)
C (-0.39172, -1.46970, -2.89354)
C (0.62353, -2.58316, -2.71052)
C (0.94784, -2.98083, -1.26714)
O (1.39950, -4.09524, -1.06065)
O (0.79424, -2.06397, -0.35919)
H (-0.51819, 0.56810, -2.64759)
H (1.02337, 0.02858, -2.84052)
H (-0.66034, -1.40831, -3.95008)
H (-1.29670, -1.69145, -2.33028)
H (1.58044, -2.30534, -3.17061)
H (0.27696, -3.48225, -3.21493)



- The lowest strongest force on any atom belongs to which entry?
  C39H44Br2CoF4N2OPSi



- Among the records above, which one has the lowest strongest force on any atom?
  C39H44Br2CoF4N2OPSi



Copy entry 2 word for word.
The following is a DFT calculation (the ωB97M-V functional and the def2-TZVPD basis) of a structure of composition C20H29FeN6O4.

Calculated values
Strongest force on any atom ... 0.72 eV Å⁻¹
Expectation value of S² ... 8.80
Multiplicity ... 6
ΔE to the lowest compared entry with this formula, charge and spin ... 37.0 kJ/mol

Atoms and positions in Å:
Fe (-0.12290, -0.34073, -0.08710)
C (3.59323, -1.09938, -1.31522)
N (3.07218, -0.18282, -0.31578)
C (3.26239, -0.67627, 1.04562)
C (2.83235, 1.12370, -0.64006)
C (3.47254, 1.69839, -1.75476)
C (3.25129, 3.00620, -2.12292)
C (2.33696, 3.79571, -1.41101)
C (1.68688, 3.26651, -0.32747)
C (1.89892, 1.92878, 0.10070)
N (1.13385, 1.30415, 1.03854)
C (0.41485, 1.95798, 2.00287)
C (0.71075, 3.23906, 2.50938)
C (-0.16079, 3.88684, 3.36256)
C (-1.35558, 3.27264, 3.72242)
C (-1.61252, 1.96130, 3.33029)
C (-0.70633, 1.26447, 2.54626)
N (-0.85536, -0.10292, 2.22973)
C (-2.17561, -0.70464, 2.43661)
C (0.19278, -0.95590, 2.83230)
H (4.68937, -1.09034, -1.35575)
H (3.26897, -2.10637, -1.05376)
H (3.19569, -0.86118, -2.29936)
H (4.29793, -1.01514, 1.15948)
H (3.07560, 0.10738, 1.76950)
H (2.59889, -1.52174, 1.23539)
H (4.18400, 1.10782, -2.31613)
H (3.79483, 3.42715, -2.95950)
H (2.13058, 4.80962, -1.73162)
H (0.93587, 3.85808, 0.17724)
H (1.63882, 3.71279, 2.21833)
H (0.08402, 4.87158, 3.73997)
H (-2.07070, 3.79439, 4.34616)
H (-2.51852, 1.47558, 3.66899)
H (-2.36987, -0.88787, 3.50113)
H (-2.95668, -0.07257, 2.02145)
H (-2.21020, -1.64989, 1.90256)
H (-0.04383, -1.16680, 3.88108)
H (0.24769, -1.90316, 2.29148)
H (1.15455, -0.46155, 2.78383)
N (-1.13651, 1.71593, -0.78041)
N (-2.30699, 1.34044, -1.45810)
C (-2.92759, 0.13124, -1.00590)
O (-4.10852, -0.01642, -1.28374)
O (-2.11832, -0.67816, -0.43290)
H (-1.35134, 2.28852, 0.02944)
H (-0.54598, 2.25258, -1.40120)
H (-2.96961, 2.07773, -1.63632)
N (0.13141, -0.17113, -2.40183)
C (-0.39172, -1.46970, -2.89354)
C (0.62353, -2.58316, -2.71052)
C (0.94784, -2.98083, -1.26714)
O (1.39950, -4.09524, -1.06065)
O (0.79424, -2.06397, -0.35919)
H (-0.51819, 0.56810, -2.64759)
H (1.02337, 0.02858, -2.84052)
H (-0.66034, -1.40831, -3.95008)
H (-1.29670, -1.69145, -2.33028)
H (1.58044, -2.30534, -3.17061)
H (0.27696, -3.48225, -3.21493)



- Number 2 is which compound?
  C20H29FeN6O4